The following is a quantum chemistry calculation of 4 unconnected molecules or ions with the total composition C25H30NO8P2S in a non-equilibrium geometry, from the Open Molecules 2025 dataset.

- Total energy: -2708.26410 a.u.
- Multiplicity: 1
- Total charge: -1
- Kohn-Sham gap: 6.885 eV
- F_max: 4.44 eV Å⁻¹

Cartesian coordinates (Å):
C 2.573320 1.529669 -0.627201
C 1.353910 1.322768 -1.633924
O 0.438419 0.362768 -1.104580
C -0.504423 -0.118818 -2.093049
C -0.227802 -1.685634 -2.144052
S 1.349778 -2.238797 -1.369625
C -0.262371 -2.429503 -3.551819
O -0.089220 -1.823149 -4.626180
O -0.462035 -3.713416 -3.506686
O -1.328885 -2.291647 -1.406520
C -2.421922 -1.451651 -1.249834
O -3.556566 -1.840636 -1.121359
C -1.894379 0.034090 -1.317016
P -1.575566 0.451152 0.500268
N -0.825522 -0.957322 1.259114
O -3.103148 0.681056 1.238812
P -3.037041 1.122261 -2.348970
O -2.783715 2.776216 -2.061055
O -4.657145 0.679728 -2.202325
H 2.818216 2.619484 -0.482451
H 2.349310 1.122510 0.397419
H 3.498801 1.054897 -1.057738
H 0.803936 2.308620 -1.709001
H 1.802170 1.043180 -2.623039
H -0.372742 0.479851 -3.027751
H 1.127316 -2.051642 -0.020289
H -0.563294 -0.739634 2.223864
H -1.523914 -1.710612 1.333932
H -3.574330 -0.174511 1.333387
H -3.628288 3.260964 -1.967043
H -4.883041 0.381190 -1.297219
C -7.104678 6.125779 0.416189
C -6.984339 5.377333 -0.748060
C -6.226670 4.211969 -0.750615
C -5.596738 3.790047 0.415137
C -5.720450 4.537068 1.580258
C -6.470505 5.706811 1.580255
H -7.692920 7.036399 0.417106
H -7.480934 5.702694 -1.655179
H -6.127594 3.631240 -1.661598
H -5.009146 2.878124 0.415158
H -5.230604 4.207040 2.489171
H -6.562189 6.292031 2.488012
C 4.407412 -3.393319 -3.073060
C 5.470262 -3.919616 -3.797549
C 6.543315 -4.504671 -3.134617
C 6.548508 -4.571924 -1.746350
C 5.483371 -4.048630 -1.022310
C 4.415249 -3.455653 -1.685740
H 3.571560 -2.934415 -3.589725
H 5.462574 -3.873294 -4.880672
H 7.375298 -4.909343 -3.700203
H 7.382903 -5.032543 -1.228876
H 5.486127 -4.102363 0.060886
H 3.585439 -3.041798 -1.123352
C 2.134205 -1.672682 5.876746
C 3.215957 -0.932109 6.337401
C 3.887632 -0.072316 5.476548
C 3.471338 0.054310 4.156517
C 2.387473 -0.683241 3.696257
C 1.720913 -1.550554 4.555403
H 1.612630 -2.345709 6.547639
H 3.536658 -1.025707 7.368865
H 4.735525 0.500246 5.834608
H 3.992128 0.728413 3.486311
H 2.061861 -0.582844 2.666285
H 0.878603 -2.130205 4.195087

Cartesian forces, eV/Å:
C -0.045 0.060 -0.242
C 0.817 1.245 1.041
O 0.737 0.800 -1.312
C 0.570 0.020 2.338
C -0.782 -0.423 -0.141
S -0.584 0.017 0.187
C -0.304 -3.947 -2.009
O 0.152 1.429 1.270
O 0.424 3.268 1.116
O -1.720 1.103 0.431
C 1.498 0.117 -1.643
O 0.774 0.282 0.760
C -0.864 -1.956 0.553
P 1.333 2.159 1.321
N -1.913 0.101 -0.371
O 0.389 -1.764 -0.936
P 0.080 -0.354 -3.670
O -1.075 -0.989 1.268
O 1.389 0.801 1.934
H -0.398 -0.975 -0.280
H 0.146 0.194 -1.114
H -0.943 0.242 0.673
H 0.532 -0.907 -0.252
H -0.780 -0.015 0.702
H -0.559 -1.013 0.477
H -0.208 0.283 -1.021
H -0.060 0.319 -0.415
H 0.592 -0.142 -0.183
H 0.006 0.545 -0.093
H 0.508 -0.269 0.132
H -0.068 0.000 -0.454
C 0.014 -0.033 0.009
C 0.018 0.021 -0.001
C 0.033 0.020 0.056
C -0.001 -0.042 -0.069
C -0.014 0.031 0.011
C -0.005 -0.041 -0.053
H 0.026 -0.041 -0.004
H 0.035 -0.014 0.040
H -0.054 -0.019 0.044
H 0.012 0.049 0.038
H -0.005 0.008 -0.065
H 0.001 -0.026 -0.036
C -0.030 0.047 -0.032
C 0.034 0.006 0.068
C -0.034 0.009 0.024
C -0.006 0.007 -0.014
C 0.027 0.012 -0.087
C 0.167 -0.048 0.132
H -0.014 -0.054 0.060
H -0.014 0.002 0.053
H -0.036 0.002 0.021
H -0.030 0.015 -0.021
H -0.003 0.005 -0.048
H 0.261 -0.136 -0.119
C 0.001 0.022 -0.026
C 0.005 -0.003 -0.021
C -0.049 -0.019 -0.022
C -0.002 -0.015 0.048
C -0.048 -0.026 -0.012
C 0.051 0.083 0.000
H 0.026 0.029 -0.031
H -0.010 -0.004 -0.052
H -0.041 -0.019 -0.013
H -0.033 -0.041 0.017
H 0.027 -0.026 0.035
H 0.047 0.007 0.004